Entry 1:
C5H14 | ωB97M-V/def2-TZVPD

Geometry (Å):
1 C 0.635 1.751 -1.268
2 C 0.714 0.317 -0.598
3 C 0.433 1.683 -2.693
4 H 1.626 2.154 -1.032
5 H -0.149 2.296 -0.679
6 H 1.552 -0.337 -0.623
7 H 0.207 0.258 0.378
8 H 1.195 2.177 -3.164
9 H -0.420 2.196 -2.948
10 H 0.080 -0.259 -1.259
11 H 0.074 0.643 -2.969
12 C -1.416 -1.257 2.324
13 C -0.046 -1.915 1.855
14 H -1.551 -0.177 1.978
15 H -2.361 -1.720 1.950
16 H -1.535 -1.374 3.409
17 H -0.001 -1.883 0.754
18 H 0.913 -1.601 2.290
19 H 0.050 -2.951 2.298

As for the structure (SMILES): CCC.CC. The calculation puts the LUMO energy at 1.1346 eV.

Entry 2:
C5H14 | ωB97M-V/def2-TZVPD

Geometry (Å):
1 C -0.324 -1.313 -1.074
2 C 0.784 -1.229 -0.048
3 C 0.147 -1.688 -2.506
4 H -1.143 -1.966 -0.755
5 H -0.801 -0.331 -1.120
6 H 1.679 -0.713 -0.403
7 H 1.125 -2.204 0.313
8 H -0.347 -2.603 -2.819
9 H 0.025 -0.842 -3.172
10 H 0.419 -0.727 0.849
11 H 1.219 -1.912 -2.495
12 C -0.732 2.132 1.031
13 C 0.059 1.719 2.279
14 H -0.051 2.476 0.259
15 H -1.335 1.327 0.612
16 H -1.446 2.930 1.255
17 H 0.992 1.214 2.029
18 H -0.560 1.102 2.929
19 H 0.289 2.628 2.836

As for the structure (SMILES): CCC.CC. The calculation puts the LUMO energy at 1.1748 eV.

These records have E_HOMO values of -0.4068, -0.4120 hartree, in the order they appear.
These records have ΔE to the lowest compared entry with this formula, charge and spin values of 164.55, 25.38 kJ/mol, in the order they appear.
These records have gap between HOMO and LUMO values of 12.2043, 12.3861 eV, in the order they appear.